1 | The ion C6H8N with charge +1, computed with the ωB97M-V functional and the def2-TZVPD basis.

The spin multiplicity is 1. Its total charge is +1. The value obtained for the HOMO-LUMO gap (spin up / spin down) is 6.93 / 6.80 eV. The value obtained for the HOMO energy (spin up / spin down) is -14.36 / -14.19 eV.

Last column: Löwdin charge in e.
Atoms and positions in Å:
C: 2.031 0.257 -0.752  0.077
C: 2.047 0.348 0.749  0.025
C: 0.779 0.002 -1.205  -0.011
C: -0.135 0.269 -0.104  0.039
C: 0.769 0.331 1.142  0.004
C: -1.724 0.369 -0.230  -0.153
N: -2.235 -0.886 0.332  0.069
H: 2.809 0.327 -1.444  0.119
H: 2.887 0.369 1.304  0.090
H: 0.283 0.303 2.182  0.157
H: -2.102 0.438 -1.277  0.147
H: -2.011 1.131 0.488  0.120
H: -1.770 -1.202 1.229  0.123
H: -2.201 -1.684 -0.250  0.077
H: 0.572 -0.371 -2.165  0.117

---

2 | The ion C6H8N with charge +1, computed with the ωB97M-V functional and the def2-TZVPD basis.

The spin multiplicity is 1. Its total charge is +1. The value obtained for the HOMO-LUMO gap is 8.52 eV. The value obtained for the HOMO energy is -15.57 eV.

Last column: Löwdin charge in e.
Atoms and positions in Å:
C: -1.271 -2.294 0.141  0.108
C: -0.716 0.564 0.703  -0.090
C: 1.957 -0.275 0.336  0.049
C: 1.035 -0.879 -0.795  -0.025
C: -1.880 0.102 -0.203  -0.177
C: 0.512 0.063 0.127  -0.006
N: -1.718 -1.294 -0.253  -0.055
H: -0.739 0.199 1.719  0.160
H: -0.703 1.717 0.968  0.210
H: 2.329 -0.893 1.078  0.103
H: 2.754 0.516 0.229  0.159
H: 1.139 -0.898 -1.890  0.170
H: 0.743 -1.848 -0.607  0.063
H: -2.900 0.257 0.240  0.150
H: -1.809 0.743 -1.202  0.182

---

Short version: 1 is the most stable of them.

---

1 | A structure of composition C6H8N, computed with the ωB97M-V functional and the def2-TZVPD basis.

The spin multiplicity is 1. Its total charge is +1. The value obtained for the HOMO-LUMO gap (spin up / spin down) is 6.94 / 6.94 eV. The value obtained for the HOMO energy (spin up / spin down) is -11.87 / -11.87 eV.

Last column: Löwdin charge in e.
Atoms and positions in Å:
C: 1.477 -0.922 0.557  0.016
C: 2.524 0.158 0.387  -0.039
C: 0.598 -0.277 -0.217  -0.182
C: 1.707 0.861 -0.390  0.004
C: -0.712 -0.473 -0.980  -0.081
C: -1.673 -0.417 0.150  -0.002
N: -2.318 0.664 0.553  0.219
H: 1.280 -1.787 1.190  0.118
H: 3.519 0.459 0.711  0.114
H: -0.774 0.285 -1.640  0.088
H: -0.549 -1.318 -1.570  0.124
H: -1.627 -1.372 0.818  0.195
H: -2.844 0.792 1.384  0.136
H: -2.308 1.454 -0.109  0.164
H: 1.701 1.894 -0.844  0.126

---

2 | A cluster of 2 separate species, C6H8N in total, computed with the ωB97M-V functional and the def2-TZVPD basis.

The spin multiplicity is 1. Its total charge is +1. The value obtained for the HOMO-LUMO gap (spin up / spin down) is 7.48 / 3.35 eV. The value obtained for the HOMO energy (spin up / spin down) is -13.67 / -11.90 eV.

Last column: Löwdin charge in e.
Atoms and positions in Å:
C: -0.630 1.072 -0.864  -0.189
C: -1.604 -0.485 0.521  -0.148
C: 3.711 -1.142 0.464  0.026
C: 3.128 -0.231 -0.226  0.260
C: -0.462 2.157 -1.421  0.213
C: -2.998 -0.124 0.480  -0.030
N: -0.643 0.019 -0.127  0.101
H: -1.510 -1.387 1.019  0.108
H: 3.130 -1.888 1.049  0.117
H: 4.696 -1.572 0.403  0.106
H: 3.264 0.695 -0.756  0.081
H: -0.049 3.051 -1.836  0.053
H: -3.182 0.573 -0.335  0.090
H: -3.476 -1.060 0.228  0.101
H: -3.376 0.323 1.402  0.112

---

Short version: 1 is the most stable of them.

---

1 | An isolated molecule of Br3HOSi, computed with the ωB97M-V functional and the def2-TZVPD basis.

The spin multiplicity is 1. Its total charge is 0. The value obtained for the HOMO-LUMO gap is 8.85 eV. Its structure (SMILES) is O[Si](Br)(Br)Br. The value obtained for the HOMO energy is -9.75 eV.

Last column: Löwdin charge in e.
Atoms and positions in Å:
O: 0.603 0.124 -0.333  -0.461
Si: 2.769 0.091 0.045  -0.680
Br: 2.676 -1.444 1.576  0.367
Br: 2.725 2.095 0.824  0.419
Br: 3.645 -0.663 -1.819  0.390
H: -0.064 -0.054 0.346  -0.034

---

2 | A cluster of 2 separate species, Br3HOSi in total, computed with the ωB97M-V functional and the def2-TZVPD basis.

The spin multiplicity is 1. Its total charge is 0. The value obtained for the HOMO-LUMO gap is 10.20 eV. Its structure (SMILES) is O=[Si](Br)Br.Br. The value obtained for the HOMO energy is -10.91 eV.

Last column: Löwdin charge in e.
Atoms and positions in Å:
O: 1.997 -1.538 -0.170  -0.410
Si: 0.526 -1.326 -0.005  -0.390
Br: -0.635 -1.306 1.884  0.350
Br: -0.712 -1.341 -1.775  0.391
Br: -0.311 2.526 -0.607  0.289
H: -0.866 2.985 0.673  -0.230

---

Short version: 1 is the most stable of them.

---

1 | The ion C5H13N2O with charge +1, computed with the ωB97M-V functional and the def2-TZVPD basis.

The spin multiplicity is 1. Its total charge is +1. The value obtained for the HOMO-LUMO gap is 11.54 eV. Its structure (SMILES) is N/C=[NH+]\CCCCO. The value obtained for the HOMO energy is -14.40 eV.

Last column: Löwdin charge in e.
Atoms and positions in Å:
N: -0.121 0.936 1.813  0.209
C: 0.248 2.038 1.215  -0.128
N: 0.212 2.255 -0.079  0.070
C: -0.204 1.280 -1.078  -0.126
C: 0.635 -0.001 -0.985  -0.175
C: -0.079 -1.344 -1.128  -0.179
C: -0.214 -2.320 0.001  -0.178
O: -0.468 -1.554 1.217  -0.112
H: -0.294 0.915 2.809  0.146
H: -0.308 0.082 1.286  0.056
H: 0.425 2.859 1.842  0.146
H: 0.546 3.166 -0.321  0.159
H: -1.271 1.078 -0.978  0.136
H: -0.096 1.663 -2.087  0.133
H: 1.363 -0.055 -0.164  0.127
H: 1.408 0.061 -1.750  0.117
H: -1.010 -1.281 -1.698  0.126
H: 0.490 -1.870 -1.862  0.110
H: -1.021 -3.009 -0.211  0.127
H: 0.699 -2.841 0.270  0.126
H: -0.939 -2.057 1.886  0.110

---

2 | The ion C5H13N2O with charge +1, computed with the ωB97M-V functional and the def2-TZVPD basis.

The spin multiplicity is 1. Its total charge is +1. The value obtained for the HOMO-LUMO gap is 11.53 eV. Its structure (SMILES) is C[C@H]([NH3+])CCC(N)=O. The value obtained for the HOMO energy is -14.43 eV.

Last column: Löwdin charge in e.
Atoms and positions in Å:
C: 1.164 -2.118 0.457  -0.024
C: 1.168 -0.582 0.668  -0.334
N: 0.260 -0.165 1.782  0.199
C: 0.965 0.323 -0.566  -0.149
C: -0.395 0.373 -1.198  -0.103
C: -1.421 1.226 -0.487  -0.478
N: -2.441 1.735 -1.204  0.204
O: -1.250 1.507 0.698  0.026
H: 1.992 -2.334 -0.216  0.094
H: 0.201 -2.347 -0.020  0.083
H: 1.240 -2.736 1.347  0.087
H: 2.200 -0.392 0.962  0.145
H: 0.740 -0.007 2.665  0.176
H: -0.183 0.760 1.552  0.089
H: -0.606 -0.711 1.814  0.174
H: 1.350 1.318 -0.249  0.143
H: 1.738 0.058 -1.308  0.138
H: -0.280 0.922 -2.168  0.145
H: -0.745 -0.619 -1.486  0.132
H: -3.153 2.369 -0.887  0.131
H: -2.544 1.421 -2.156  0.120

---

Short version: 2 is the most stable of them.